DFT (ωB97M-V with the def2-TZVPD basis set) results for C54H36AsN4ORuS6 as an isolated structure at a distorted geometry.

Atoms and positions in Å:
1 Ru -0.9045 0.7337 -0.0719
2 S 3.6465 -1.9893 4.7621
3 C 2.9086 -3.2615 5.6293
4 C 1.6209 -3.4609 5.2366
5 C 1.2238 -2.5658 4.2099
6 C 2.2188 -1.7001 3.8431
7 C 2.1715 -0.6638 2.8068
8 C 0.9643 -0.4486 2.1112
9 N 0.8410 0.4218 1.1338
10 C 1.9050 1.1863 0.8058
11 C 3.1463 1.0519 1.4295
12 C 4.2279 1.8944 1.0001
13 C 4.0493 2.8165 0.0301
14 C 2.7700 2.9884 -0.6020
15 C 2.5239 3.9297 -1.6117
16 C 1.2665 4.0369 -2.1651
17 C 0.2589 3.1791 -1.6760
18 N 0.4706 2.2659 -0.7522
19 C 1.7103 2.1706 -0.2075
20 C 0.9430 4.9813 -3.2395
21 C -0.2304 5.0946 -3.9320
22 C -0.1907 6.1067 -4.9253
23 C 1.0106 6.7427 -4.9713
24 S 2.1000 6.1229 -3.8121
25 C 3.2662 0.0887 2.4403
26 H 3.4595 -3.7851 6.3935
27 H 0.9711 -4.2072 5.6686
28 H 0.2338 -2.5691 3.7751
29 H 0.0777 -1.0261 2.3340
30 H 5.1930 1.7753 1.4764
31 H 4.8678 3.4508 -0.2863
32 H 3.3355 4.5636 -1.9503
33 H -0.7491 3.2351 -2.0590
34 H -1.0949 4.4695 -3.7602
35 H -1.0190 6.3465 -5.5751
36 H 1.3147 7.5456 -5.6227
37 H 4.2267 -0.0545 2.9224
38 S -1.7879 1.7555 1.8879
39 C -2.2209 0.1632 2.3924
40 S -2.1076 -0.9303 1.0452
41 C -2.5264 -0.2269 3.6743
42 C -2.7148 -1.6069 3.9740
43 N -2.8225 -2.7332 4.1941
44 C -2.5635 0.7185 4.7396
45 N -2.5822 1.4843 5.5996
46 S -2.7616 1.5043 -1.2298
47 C -2.3738 1.5403 -2.9577
48 C -3.1022 2.3747 -3.8081
49 C -2.7721 2.4631 -5.1526
50 C -1.7057 1.7391 -5.6717
51 C -0.9894 0.8896 -4.8384
52 C -1.3339 0.7771 -3.4983
53 As -0.5449 -0.4465 -2.2367
54 C -1.5998 -2.0413 -2.5579
55 C -2.3306 -2.2006 -3.7312
56 C -3.0651 -3.3598 -3.9402
57 C -3.0762 -4.3611 -2.9796
58 C -2.3608 -4.1984 -1.8021
59 C -1.6286 -3.0395 -1.5886
60 C 1.1563 -0.8667 -3.0725
61 C 1.4040 -2.0987 -3.6647
62 C 2.6557 -2.3750 -4.2016
63 C 3.6637 -1.4223 -4.1545
64 C 3.4158 -0.1845 -3.5757
65 C 2.1675 0.0896 -3.0361
66 H -3.9187 2.9607 -3.4038
67 H -3.3451 3.1173 -5.7983
68 H -1.4400 1.8285 -6.7167
69 H -0.1681 0.3024 -5.2340
70 H -2.3344 -1.4217 -4.4834
71 H -3.6339 -3.4766 -4.8538
72 H -3.6530 -5.2624 -3.1437
73 H -2.3779 -4.9683 -1.0409
74 H -1.0775 -2.9051 -0.6699
75 H 0.6245 -2.8508 -3.6943
76 H 2.8427 -3.3386 -4.6598
77 H 4.6376 -1.6411 -4.5732
78 H 4.1942 0.5683 -3.5444
79 H 1.9833 1.0590 -2.5871
80 O 1.1111 -2.1097 -0.4043
81 S 1.4863 -3.0482 0.6921
82 C 3.2650 -2.8904 0.8450
83 C 3.9234 -3.4589 1.9257
84 C 5.2865 -3.2508 2.0632
85 C 5.9699 -2.4753 1.1328
86 C 5.2931 -1.9039 0.0640
87 C 3.9267 -2.1041 -0.0827
88 C 1.4013 -4.6967 0.0063
89 C 0.8378 -5.7047 0.7696
90 C 0.7060 -6.9743 0.2175
91 C 1.1215 -7.2068 -1.0838
92 C 1.6716 -6.1785 -1.8446
93 C 1.8152 -4.9149 -1.3008
94 H 3.3764 -4.0419 2.6590
95 H 5.8149 -3.6844 2.9021
96 H 7.0340 -2.3132 1.2471
97 H 5.8262 -1.2963 -0.6566
98 H 3.3649 -1.6566 -0.8948
99 H 0.4904 -5.4969 1.7749
100 H 0.2649 -7.7724 0.7995
101 H 1.0087 -8.1928 -1.5155
102 H 1.9839 -6.3669 -2.8637
103 H 2.2225 -4.0934 -1.8775

The value obtained for the largest force on an atom is 1.20 eV/Å. As for the expectation value of S²: 0.758. The value obtained for the electronic energy is -193025.039 eV. The HOMO-LUMO gap (spin up / spin down) is 6.257 / 6.145 eV. Its spin multiplicity is 2.